No. 1
DFT (ωB97M-V/def2-TZVPD) results for C44H49N6OYb as an isolated structure at a distorted geometry.

Values from the calculation:
- HOMO: -0.231 Eh
- Orbital gap: 5.6225 eV
- Total charge: 0
- E_LUMO: -0.7 eV
- Multiplicity: 2
- Calculated total energy: -3268.5958 a.u.
- Maximum force: 5.21 eV/A

```
101
Properties=species:S:1:pos:R:3:mulliken_charge:R:1
Yb -0.15341 0.39421 -0.82265 1.07
O -2.16647 4.20776 -1.34671 -0.66
N 0.08333 -0.49907 -3.14179 -0.57
N -1.73007 1.86153 -1.54405 -0.74
N -0.11719 -1.88794 -0.01084 -0.15
N -1.69533 0.32521 0.94051 -0.17
N 0.61711 2.26908 0.64594 -0.31
N 2.21848 0.06845 -0.21526 -0.84
C 1.55944 4.38676 1.13499 0.38
C -2.31738 1.48142 1.45147 0.00
C 1.74391 3.03604 0.50771 -0.27
C -3.80263 -0.15700 1.75758 0.40
C 0.48247 -4.13941 0.03684 0.28
C -1.96267 3.04074 -1.45422 0.82
C -1.60516 2.69765 1.67656 0.16
C -0.28763 2.98732 1.36651 0.18
C -1.02587 6.45422 1.28996 -1.16
C -4.59931 2.33495 2.22978 -0.86
C 3.18415 1.09994 -0.29036 0.40
C 1.34580 -5.41046 -0.18480 -1.07
C -0.47112 5.43847 2.36698 -0.79
C 2.26932 -2.40600 -0.65743 -1.39
C 5.17741 -1.96851 -1.13094 -0.25
C -3.61681 -3.32731 -4.13836 -0.68
C -2.56177 -1.10613 -5.45641 -0.53
C -1.17247 -2.62960 0.50045 -0.09
C -4.07357 -2.97339 -5.42164 -0.31
C 2.81052 -1.10426 -0.58611 0.14
C -2.56099 -2.61011 -3.54290 -0.32
C -5.04606 -0.94921 2.11243 -0.83
C 6.11710 -1.85860 -2.32726 -1.17
C 2.66825 5.39568 1.32236 -0.72
C 5.74856 1.25099 -0.62592 -0.91
C 2.52895 -5.32534 0.81963 -0.98
C -1.06546 -6.03599 2.01048 -1.19
C -2.52667 -0.67974 1.19862 -0.36
C 0.91832 -2.75018 -0.30471 0.39
C -5.27478 -0.94909 3.66396 -1.19
C 2.95600 2.44156 -0.00961 0.12
C -4.99535 2.99258 0.88870 -1.01
C 4.45244 0.52321 -0.59958 0.79
C -0.88878 -0.90186 -3.70310 0.28
C -3.63995 1.21378 1.83578 -0.01
C 5.96079 2.34239 -1.63442 -1.12
C 4.21915 -0.83642 -0.84836 0.20
C -1.75773 -5.10750 1.02846 -0.60
C -0.85055 -4.04219 0.51243 0.51
C -2.28320 -2.09184 1.13158 -0.78
C 0.28148 4.35430 1.66474 -0.07
C 3.84251 4.97509 2.20488 -0.92
C -1.99181 -1.57791 -4.26589 0.64
C -3.54044 -1.89305 -6.09889 -0.49
H 5.21646 3.14254 -1.58781 0.35
H -5.92194 -0.57860 1.58334 0.44
H 5.76447 1.65237 0.44801 0.30
H 1.59924 -5.54539 -1.24758 0.36
H 6.04612 1.90408 -2.63308 0.30
H -3.80143 -1.62648 -7.12475 0.38
H 2.96759 5.68832 0.28415 0.29
H -4.05867 -4.15480 -3.65657 0.47
H -4.86035 -1.97997 1.68397 0.36
H 2.20803 -4.89847 1.79151 0.32
H -5.35634 2.23827 0.18286 0.29
H -2.94951 -2.76542 1.69254 0.36
H 2.87130 -3.21651 -1.04010 0.74
H -5.82226 3.68439 1.04209 0.42
H 4.58513 5.75561 2.33843 0.39
H -5.47370 1.80032 2.65819 0.37
H -2.62432 -4.67105 1.53044 0.24
H -2.14396 3.55419 2.16220 -0.26
H -2.12414 -0.23089 -5.94221 0.44
H 6.92530 2.86312 -1.43616 0.31
H 5.51430 -1.90726 -3.25534 0.30
H 4.34015 4.12054 1.72072 0.13
H 2.86472 -6.34125 1.09140 0.39
H -1.96671 6.91285 1.58957 0.39
H -4.13976 3.51026 0.43900 0.13
H -4.71328 -0.08278 4.04683 0.30
H -4.91420 -3.56105 -5.82456 0.34
H -0.20777 -5.57298 2.55888 0.27
H -1.84877 -6.27108 2.78989 0.42
H 5.65664 -2.12372 -0.18309 0.46
H 6.48907 0.42496 -0.61399 0.57
H -0.67242 -6.96318 1.54200 0.25
H 0.17594 5.99204 3.05462 0.57
H 4.47714 -2.83194 -1.21802 0.03
H -1.33708 5.03332 2.96790 0.39
H -4.26466 3.05908 2.98724 0.41
H -6.29983 -0.79100 3.97935 0.32
H 0.71186 -6.22292 0.04190 0.48
H -2.18034 -5.61767 0.16460 0.42
H 3.81712 3.09075 -0.22304 0.30
H 3.28236 -4.69135 0.37230 0.28
H -2.08660 -2.88068 -2.60846 0.51
H 3.57163 4.66526 3.24980 0.28
H 6.84556 -2.66040 -2.32224 0.39
H -1.19675 5.94150 0.33267 0.27
H 2.15185 6.25372 1.81704 0.36
H -0.34452 7.30490 1.10864 0.33
H 6.66439 -0.91603 -2.33350 0.26
H -4.84191 -1.84476 4.06134 0.39
```

---

No. 2
DFT (ωB97M-V/def2-TZVPD) results for C44H50FN3O4S2Si3Ti as an isolated structure.

Values from the calculation:
- HOMO (alpha / beta): -0.370 / -0.381 Eh
- Orbital gap (alpha / beta): 6.9605 / 7.2140 eV
- Total charge: +1
- Relative energy (zero: lowest compared OMol25 entry of this formula, charge and spin): 0.0 kcal/mol
- E_LUMO (alpha / beta): -3.1 / -3.2 eV
- Multiplicity: 2
- Calculated total energy: -4786.2595 a.u.
- Maximum force: 0.99 eV/A

```
108
Properties=species:S:1:pos:R:3:mulliken_charge:R:1
Ti 0.62729 -0.50685 0.82492 -1.95
S 6.37828 0.73451 1.10200 -0.02
S -5.24236 3.05607 1.81068 -0.13
Si -0.61861 -2.88706 2.85247 0.55
Si 1.29850 -3.39276 0.59094 0.04
Si -1.63374 -2.92295 -0.17563 0.08
F -4.95523 1.77630 -2.29965 -0.37
O 2.38240 -2.32822 1.32616 -0.70
O -0.54010 0.40488 -0.51600 0.89
O 2.02543 -0.39840 -0.54914 0.49
O 3.33291 0.89722 -1.80221 -0.77
N 0.17149 1.90359 -4.24053 0.08
N 2.04686 0.96237 1.84404 0.67
N -0.62281 0.83870 2.09489 0.55
C 1.56375 -5.10865 1.29872 -1.34
C 3.35329 1.00319 1.68172 0.10
C -6.63379 2.06901 1.84538 -0.44
C -1.28374 -4.63372 3.10202 -1.29
C -1.93708 0.78707 2.07177 -0.61
C -0.51727 3.41085 -6.04481 -1.05
C -0.28205 0.86207 -1.68416 0.33
C 5.58227 2.12076 1.73742 0.54
C 2.23853 0.47636 -1.48432 -0.12
C 0.46692 2.32648 -5.63650 -0.30
C 7.82140 2.73278 1.75063 -0.65
C 1.40524 2.09896 2.20278 -0.12
C 1.01324 0.94853 -2.21675 -0.34
C -0.05069 4.43445 2.79216 -1.05
C 3.78873 -2.41205 1.17549 -1.10
C -3.31344 -2.24106 0.34335 -0.86
C 7.90517 1.48117 1.22039 -0.40
C -2.76983 1.89748 2.32176 -0.16
C -3.69501 1.78663 -2.75353 -0.24
C -2.15381 3.10331 2.59188 -0.91
C 6.48725 3.10052 2.04984 -0.55
C -2.20474 2.34625 -4.56370 0.76
C -4.22198 1.73600 2.21929 0.16
C -0.02550 2.03668 2.31416 -0.28
C 1.29408 4.49176 2.70168 -1.18
C 1.69943 -3.54273 -1.23323 -0.98
C -1.92733 -1.86541 3.75748 -1.08
C -1.94705 2.90697 -5.93456 -1.22
C -6.33630 0.78325 2.17897 -0.74
C -1.13554 1.86175 -3.77093 -0.32
C -3.47062 2.30175 -4.03380 -0.69
C -1.86918 -4.78222 -0.38186 -1.03
C 3.45608 3.31903 2.24730 -1.06
C 4.12718 2.16278 1.90348 0.66
C 0.89747 -2.65217 3.94719 -1.08
C 2.05983 3.31896 2.38653 1.01
C 1.17472 1.47794 -3.47752 -0.05
C -1.30238 -2.26942 -1.92656 -1.04
C -0.26315 -2.47369 1.02508 2.05
C -1.37762 1.35325 -2.48838 0.79
C -4.94850 0.58778 2.39374 -0.20
C -2.68438 1.31563 -1.97193 -0.39
C -0.75227 3.19929 2.57928 0.78
C 0.46536 1.10735 -6.54636 -1.35
H 2.17212 1.55382 -3.89326 0.63
H -2.64298 -4.94031 -1.13798 0.44
H 1.81905 5.42542 2.85622 0.47
H -0.96827 -5.28225 -0.74454 0.30
H -2.03320 -1.50158 -2.19612 0.27
H -2.18437 -5.29114 0.52866 0.29
H -0.37457 4.28414 -5.40433 0.36
H -2.03948 -2.39930 4.70715 0.66
H 4.11447 -3.45131 1.08202 0.44
H 0.65313 1.41314 -7.57575 0.40
H -1.23618 -4.85878 4.17121 0.41
H 2.65857 -4.06089 -1.32622 0.46
H -0.30474 -1.84819 -2.07017 0.06
H -0.62806 5.32153 3.01856 0.49
H 1.46914 2.75374 -5.59150 0.52
H -3.61722 -2.57713 1.33550 0.26
H -2.37660 -0.16493 1.80744 0.49
H -1.40844 -3.08645 -2.64336 0.68
H 2.51426 -5.49719 0.92101 0.46
H 1.34732 -1.66219 3.82417 0.14
H 3.99649 4.24582 2.38985 0.41
H -4.06287 -2.61265 -0.36131 0.61
H -0.48966 0.58246 -6.51280 0.37
H 0.56549 -2.73241 4.98571 0.50
H 4.11103 -1.86049 0.28752 0.26
H 8.78950 0.95695 0.89708 0.43
H 1.60135 -5.13803 2.38649 0.37
H 0.78925 -5.80214 0.96811 0.38
H -2.33907 -4.67637 2.81836 0.34
H 1.24344 0.40250 -6.25397 0.38
H -2.87116 0.92184 -0.98308 0.48
H -2.65880 3.70652 -6.13901 0.50
H -7.60199 2.48830 1.62615 0.48
H 8.67723 3.36876 1.91747 0.41
H 1.69270 -3.37828 3.78736 0.22
H -0.76491 -5.42813 2.57153 0.35
H 6.21652 4.05358 2.47926 0.38
H -2.13277 2.13282 -6.68390 0.37
H 0.96040 -4.15457 -1.75461 0.34
H -3.37188 -1.14933 0.31194 0.00
H -7.07643 0.00280 2.26938 0.42
H -1.63634 -0.84707 4.01020 0.27
H 4.26720 -1.99267 2.06235 0.31
H -4.31707 2.67359 -4.59728 0.54
H -2.91333 -1.85202 3.29465 0.14
H -4.51180 -0.35739 2.68172 0.49
H -2.73837 3.99217 2.79833 0.53
H 3.80764 0.08821 1.33171 -0.45
H 1.78043 -2.58617 -1.74531 0.14
H -0.29320 3.71889 -7.06614 0.43
```